(1)
The following is a DFT calculation (ωB97M-V/def2-TZVPD) of 2 unconnected molecules or ions with the total composition C3H10NO2.

XYZ file:
```
16
C3H10NO2 | the Open Molecules 2025 dataset | ωB97M-V/def2-TZVPD
O -1.16 -0.72 -2.28
C -0.95 0.36 -1.77
C -0.20 0.47 -0.45
C 1.03 1.33 -0.59
N 0.13 -0.94 -0.07
H -1.28 1.25 -2.33
H -0.92 0.80 0.30
H 1.66 1.00 -1.41
H 0.88 2.40 -0.73
H 1.58 1.33 0.35
H -0.35 -1.63 -0.67
H 1.10 -1.22 -0.26
H -0.05 -1.09 0.94
H 0.03 -0.74 3.43
H -1.22 -1.35 2.87
O -0.28 -1.25 2.68
```

Calculated values
Highest occupied orbital energy, eV: -14.8776
Total charge: +1
Spin multiplicity: 1
Energy relative to the best compared isomer or geometry (same formula, charge and spin), kcal/mol: 16.30

(2)
The following is a DFT calculation (ωB97M-V/def2-TZVPD) of 2 unconnected molecules or ions with the total composition C3H10NO2S.

XYZ file:
```
17
C3H10NO2S | the Open Molecules 2025 dataset | ωB97M-V/def2-TZVPD
C -0.04 -0.52 0.77
O 1.13 -0.39 1.39
C 0.14 0.08 -0.73
C -1.06 0.05 -1.61
S -1.26 1.52 -2.78
N 1.41 -0.22 -1.35
H -0.35 -1.57 0.53
H -0.92 0.06 1.14
H 0.23 1.12 -0.45
H -2.01 0.15 -1.07
H -1.16 -0.85 -2.24
H -0.84 1.05 -3.96
H 1.36 -1.15 -1.75
H 2.01 -0.31 -0.51
H 0.96 0.60 3.68
H 0.22 -0.26 4.65
O 0.19 0.63 4.28
```

Calculated values
Highest occupied orbital energy, eV: -2.9462
Total charge: -1
Spin multiplicity: 1
Energy relative to the best compared isomer or geometry (same formula, charge and spin), kcal/mol: 19.48

(3)
The following is a DFT calculation (ωB97M-V/def2-TZVPD) of 2 unconnected molecules or ions with the total composition C3H10NO2S.

XYZ file:
```
17
C3H10NO2S | the Open Molecules 2025 dataset | ωB97M-V/def2-TZVPD
C 0.68 1.28 0.33
C 1.76 0.27 0.80
S 2.80 -0.53 -0.43
N -0.65 1.08 0.97
C -1.50 0.07 0.26
O -1.00 -1.09 0.09
H 0.60 1.14 -0.77
H 1.02 2.30 0.51
H 2.41 0.75 1.73
H 1.19 -0.69 1.16
H 1.79 -0.50 -1.40
H -0.50 0.68 1.94
H -1.65 0.64 -0.67
H -2.45 -0.01 0.69
H -1.28 -2.02 -1.08
H -1.63 -1.15 -2.12
O -1.59 -2.21 -2.03
```

Calculated values
Highest occupied orbital energy, eV: -3.6229
Total charge: -1
Spin multiplicity: 1
Energy relative to the best compared isomer or geometry (same formula, charge and spin), kcal/mol: 35.16

(4)
The following is a DFT calculation (ωB97M-V/def2-TZVPD) of 2 unconnected molecules or ions with the total composition C3H10NO2S.

XYZ file:
```
17
C3H10NO2S | the Open Molecules 2025 dataset | ωB97M-V/def2-TZVPD
O 0.74 1.47 1.18
C 1.05 0.33 0.92
C -0.09 -0.46 0.02
C -0.95 -1.18 1.05
S -0.17 -2.63 1.90
N -0.80 0.66 -0.77
H 1.84 -0.21 1.36
H 0.32 -1.05 -0.87
H -1.91 -1.68 0.60
H -1.44 -0.40 1.69
H 0.20 -2.11 3.06
H -1.60 0.24 -1.20
H -0.14 1.16 -1.29
H -1.24 1.38 -0.19
H 1.67 2.26 -2.45
H 1.33 0.78 -2.88
O 1.20 1.43 -2.13
```

Calculated values
Highest occupied orbital energy, eV: -13.1710
Total charge: +1
Spin multiplicity: 1
Energy relative to the best compared isomer or geometry (same formula, charge and spin), kcal/mol: 27.21

(5)
The following is a DFT calculation (ωB97M-V/def2-TZVPD) of 2 unconnected molecules or ions with the total composition C3H10NO3.

XYZ file:
```
17
C3H10NO3 | the Open Molecules 2025 dataset | ωB97M-V/def2-TZVPD
O 2.00 1.23 1.26
C 0.87 0.55 1.26
C 0.82 -0.45 0.11
N -0.60 -0.63 -0.28
C -0.97 -2.00 -0.74
O -0.06 0.65 2.02
H 2.10 1.77 2.06
H 1.22 -1.41 0.46
H 1.46 -0.19 -0.73
H -1.13 -0.33 0.54
H -0.82 0.04 -1.04
H -2.03 -2.15 -0.56
H -0.44 -2.72 -0.12
H -0.61 -2.11 -1.76
H -0.96 1.51 -2.98
H -2.34 0.90 -2.69
O -1.39 0.75 -2.56
```

Calculated values
Highest occupied orbital energy, eV: -15.3925
Total charge: +1
Spin multiplicity: 1
Energy relative to the best compared isomer or geometry (same formula, charge and spin), kcal/mol: 12.26

(6)
The following is a DFT calculation (ωB97M-V/def2-TZVPD) of C3H10NOP in the gas phase.

XYZ file:
```
16
C3H10NOP | the Open Molecules 2025 dataset | ωB97M-V/def2-TZVPD
C -1.31 -1.32 -1.11
C 1.31 1.80 0.49
C -0.92 0.08 -0.49
N 0.59 -0.58 1.60
O 1.85 -0.74 -0.70
P 0.83 0.14 0.16
H -2.30 -1.73 -0.85
H -1.36 -1.22 -2.24
H -0.50 -2.04 -0.90
H 1.20 1.84 1.58
H 2.36 1.96 0.21
H 0.71 2.50 0.05
H -1.67 0.42 0.23
H -1.16 0.92 -1.32
H 0.70 -1.54 1.41
H -0.33 -0.49 1.89
```

Calculated values
Highest occupied orbital energy, eV: -9.6823
Spin multiplicity: 1
Energy relative to the best compared isomer or geometry (same formula, charge and spin), kcal/mol: 10.36

> Among the records above, which one has the lowest highest occupied orbital energy?

C3H10NO3

> What is the formula in the third record?

C3H10NO2S